No. 1
# C46H80O31S6

C46H80O31S6 as an isolated structure (ωB97M-V with the def2-TZVPD basis set, the Open Molecules 2025 dataset).

Cartesian coordinates (Å):
S (-2.961, 1.434, 0.479)
S (1.719, 0.397, 4.592)
S (4.795, -0.172, -0.628)
S (0.725, -5.317, -0.433)
S (3.627, 2.536, -4.563)
S (3.577, 1.581, 1.246)
O (-1.332, 3.749, -2.407)
O (1.402, -0.489, -2.736)
O (3.347, -2.402, 2.622)
O (-2.898, 5.479, -2.409)
O (-5.245, -3.161, 3.475)
O (-2.648, -3.190, -3.448)
O (-0.771, -2.217, 0.924)
O (-1.316, 3.428, 4.311)
O (5.126, 1.174, -1.236)
O (-1.253, 5.343, -0.923)
O (3.982, 4.046, -4.646)
O (-3.097, -2.392, 3.678)
O (0.990, 2.150, -1.967)
O (-0.141, 2.735, -4.978)
O (1.374, 1.209, -5.115)
O (2.754, -0.790, 1.179)
O (-0.990, 0.641, 1.927)
O (4.547, -0.434, 2.665)
O (-3.668, -3.697, 1.950)
O (-2.457, 1.545, 4.376)
O (-2.265, -4.166, -1.519)
O (-5.319, -3.108, 0.371)
O (1.972, 1.855, 4.322)
O (-4.416, 1.171, 0.092)
O (0.478, -5.433, -1.964)
O (-5.014, -1.030, -0.263)
O (4.236, 2.696, 2.062)
O (-2.339, 2.765, 6.188)
O (-7.050, -1.619, 0.762)
O (-4.180, -4.672, -2.607)
O (1.115, 2.653, -6.847)
C (-1.226, -3.255, -1.669)
C (-3.070, -4.148, -2.571)
C (-0.060, 4.678, -0.762)
C (-5.893, -1.882, 0.345)
C (-4.058, -3.146, -0.289)
C (0.312, -1.325, -0.831)
C (0.297, 0.501, 5.750)
C (0.732, -0.154, 3.124)
C (-2.041, 1.282, -1.125)
C (2.569, -4.952, -0.270)
C (3.647, -1.158, 2.223)
C (2.408, 2.507, -3.192)
C (-1.918, 4.914, -2.000)
C (-0.796, -2.376, 3.435)
C (2.919, -0.210, -0.834)
C (2.357, -3.048, 1.776)
C (-1.527, -1.283, -3.229)
C (-1.400, -2.761, -3.068)
C (0.076, 4.172, 0.698)
C (2.165, 1.010, 2.285)
C (-0.154, 2.086, -3.731)
C (-0.303, -1.115, 0.349)
C (-2.925, 3.263, 0.488)
C (-0.056, 3.607, -1.813)
C (0.204, 2.984, 2.467)
C (2.598, 2.348, -0.091)
C (-3.907, -1.708, -0.728)
C (-1.898, 1.569, 3.130)
C (0.849, -0.232, -1.675)
C (5.153, 1.705, -3.917)
C (-0.439, 0.335, 0.809)
C (-4.079, -3.169, 3.133)
C (-1.208, 2.940, 2.986)
C (0.114, -3.656, 0.150)
C (0.637, 1.228, -1.219)
C (-2.340, -3.423, 1.785)
C (-2.137, 2.635, 5.020)
C (-1.606, 1.943, -3.309)
C (1.775, -1.800, 1.087)
C (-2.829, -0.900, -0.125)
C (-2.158, -2.272, 2.686)
C (0.820, 2.239, -5.731)
C (0.067, 1.371, 0.137)
C (0.657, 0.903, -3.898)
C (1.475, -3.697, 2.815)
C (5.114, -1.421, -1.930)
H (1.386, -0.795, 2.533)
H (-0.964, -3.616, -0.004)
H (0.490, -2.327, -1.193)
H (0.746, -3.036, 3.283)
H (1.419, 0.609, 1.599)
H (5.975, 1.853, -4.617)
H (-0.007, -2.470, 2.689)
H (2.358, 1.654, -0.897)
H (2.844, -3.700, 1.052)
H (1.723, 2.749, 0.422)
H (0.690, 5.437, -0.982)
H (-2.517, 1.771, -1.975)
H (3.212, -5.755, -0.631)
H (-4.148, -3.752, -1.191)
H (5.009, 0.645, -3.711)
H (3.129, 3.197, -0.521)
H (1.378, 0.766, -3.091)
H (-2.909, -0.511, 0.890)
H (-3.199, 3.518, 1.512)
H (-1.444, -0.976, -4.271)
H (0.996, 3.604, 0.830)
H (0.438, -3.359, 1.148)
H (-0.582, -1.441, 3.953)
H (2.561, 0.387, -1.672)
H (-2.438, -0.982, -2.711)
H (-2.203, -3.200, 0.727)
H (1.610, 1.825, 2.750)
H (0.240, 2.836, -3.046)
H (0.097, 5.012, 1.392)
H (2.565, -1.228, -0.997)
H (-0.020, 2.629, -1.332)
H (0.650, -2.888, -0.407)
H (0.905, -4.528, 2.399)
H (-3.688, 3.641, -0.192)
H (0.581, 0.674, 6.789)
H (1.556, 3.134, -3.457)
H (-3.768, -1.677, -1.808)
H (-0.654, 3.450, 1.065)
H (2.544, 0.263, 2.983)
H (4.684, -1.262, -2.919)
H (6.190, -1.589, -1.876)
H (-0.699, -3.253, 4.074)
H (-1.989, 3.760, 0.232)
H (-3.024, 0.031, -0.657)
H (-1.773, -4.287, 2.131)
H (0.032, 2.404, 0.448)
H (-3.195, -3.491, 0.282)
H (-1.872, -1.344, -0.401)
H (2.930, -4.817, 0.750)
H (2.085, -4.122, 3.612)
H (0.541, 4.017, 2.550)
H (1.644, -2.028, 0.029)
H (5.534, 2.161, -3.003)
H (-1.111, 1.840, -1.015)
H (1.973, 1.530, -2.981)
H (-2.449, -1.310, 2.265)
H (-1.539, 1.469, -2.330)
H (-0.740, -0.732, -2.714)
H (-1.246, -2.460, -0.923)
H (2.612, 0.343, 0.054)
H (-2.304, 1.374, -3.924)
H (-0.253, -3.746, -1.675)
H (2.693, 2.859, -2.201)
H (-2.049, 2.938, -3.280)
H (0.722, 3.781, -2.557)
H (-1.831, 3.545, 2.327)
H (0.508, 0.719, 2.511)
H (0.875, -1.379, 1.536)
H (-2.739, 1.365, 2.467)
H (0.863, 2.371, 3.081)
H (-1.208, 0.734, 3.002)
H (-0.486, 1.217, 5.498)
H (4.575, -2.304, -1.588)
H (-0.236, -0.448, 5.711)
H (-1.829, 0.246, -1.389)
H (-0.593, -3.079, -3.728)
H (0.218, 2.688, 1.418)
H (-0.077, 0.106, -4.015)
H (-0.169, -0.690, 3.419)
H (2.840, -4.000, -0.726)

Values from the calculation:
Highest occupied orbital energy ... -0.150 hartree
Kohn-Sham gap ... 5.51 eV
Total charge ... -2



No. 2
# C4H9NO

A single C4H9NO molecule (ωB97M-V with the def2-TZVPD basis set, the Open Molecules 2025 dataset).

Cartesian coordinates (Å):
O (-1.092, -0.087, 0.950)
N (-0.796, 1.979, -0.276)
C (0.042, -0.367, 0.099)
C (0.049, -1.812, -0.341)
C (1.393, 0.212, 0.466)
C (-1.010, 0.567, -0.307)
H (0.175, -2.437, 0.551)
H (-1.726, 0.256, -1.070)
H (-0.594, 2.242, 0.684)
H (-0.898, -2.092, -0.813)
H (-1.639, 2.473, -0.544)
H (2.077, -0.559, 0.835)
H (1.313, 0.993, 1.226)
H (1.834, 0.662, -0.431)
H (0.872, -2.032, -1.028)

Values from the calculation:
SMILES string ... CC1(C)O[C@H]1N
Highest occupied orbital energy ... -0.342 hartree
Kohn-Sham gap ... 10.33 eV



No. 3
# C4H7NO2

A single C4H7NO2 molecule (ωB97M-V with the def2-TZVPD basis set, the Open Molecules 2025 dataset).

Cartesian coordinates (Å):
O (0.483, -0.211, -1.760)
O (-1.803, 1.711, 0.543)
N (-0.458, -0.173, 0.350)
C (0.663, -0.112, -0.569)
C (-1.626, -0.868, -0.219)
C (-0.803, 1.109, 0.870)
C (2.065, 0.034, -0.018)
H (-1.483, -1.937, -0.041)
H (2.634, -0.742, -0.541)
H (2.145, -0.069, 1.068)
H (-1.714, -0.674, -1.290)
H (-0.093, 1.481, 1.645)
H (2.514, 0.979, -0.341)
H (-2.524, -0.528, 0.304)

Values from the calculation:
SMILES string ... CC(=O)N(C)C=O
Highest occupied orbital energy ... -0.376 hartree
Kohn-Sham gap ... 11.07 eV



No. 4
# C4H6F2O

A 2-piece molecular cluster, C4H6F2O overall (ωB97M-V with the def2-TZVPD basis set, the Open Molecules 2025 dataset).

Cartesian coordinates (Å):
F (-0.289, -0.803, 1.112)
F (-1.697, 1.548, 0.370)
O (-2.447, -0.213, -0.586)
C (-2.015, 0.940, -0.794)
C (1.056, -1.493, -0.562)
C (0.728, -0.466, 0.250)
C (1.125, 0.962, 0.397)
H (-2.365, -0.718, 0.280)
H (1.497, 1.439, -0.465)
H (0.246, 1.527, 0.675)
H (1.813, 1.009, 1.277)
H (1.869, -1.435, -1.277)
H (0.480, -2.296, -0.678)

Values from the calculation:
Highest occupied orbital energy ... -0.356 hartree
Kohn-Sham gap ... 10.51 eV



No. 5
# C24H21N6Pt

C24H21N6Pt as an isolated structure (ωB97M-V with the def2-TZVPD basis set, the Open Molecules 2025 dataset).

Cartesian coordinates (Å):
Pt (0.608, 0.670, -0.371)
N (1.099, -1.945, 0.358)
N (2.432, -3.662, 0.114)
N (6.072, 3.639, 0.659)
N (4.542, 1.756, 0.772)
N (2.777, 0.491, -0.280)
N (-1.422, -1.023, -0.505)
C (0.717, 1.483, 2.372)
C (2.335, -3.423, 1.463)
C (-0.215, 0.828, 1.556)
C (0.692, 1.421, 3.753)
C (-1.295, 0.183, 2.202)
C (-0.289, 3.516, -3.556)
C (-3.749, -0.057, 2.164)
C (-1.271, 0.067, 3.598)
C (-4.964, -0.380, 1.585)
C (3.590, 1.206, 0.178)
C (1.502, -2.354, 1.590)
C (0.699, 0.945, -3.474)
C (-3.802, -1.121, -0.359)
C (-2.529, -0.259, 1.519)
C (5.307, 2.770, 0.642)
C (1.666, -2.736, -0.515)
C (-0.291, 0.662, 4.365)
C (0.037, 2.877, -4.739)
C (-0.124, 2.866, -2.345)
C (1.468, -2.681, -1.984)
C (-4.991, -0.917, 0.309)
C (0.533, 1.587, -4.689)
C (0.367, 1.557, -2.261)
C (-2.571, -0.804, 0.219)
H (-0.306, 0.550, 5.442)
H (3.010, -4.354, -0.335)
H (-0.088, 3.389, -5.685)
H (-1.562, -1.534, -1.366)
H (2.843, -4.025, 2.186)
H (1.503, 2.077, 1.911)
H (-0.599, -1.313, 0.025)
H (-3.801, -1.530, -1.362)
H (0.984, -1.735, -2.215)
H (0.839, -3.505, -2.323)
H (-0.673, 4.530, -3.571)
H (1.113, -0.059, -3.492)
H (0.794, 1.079, -5.610)
H (-2.036, -0.520, 4.093)
H (-3.760, 0.393, 3.147)
H (1.438, 1.941, 4.343)
H (1.161, -1.842, 2.466)
H (-5.928, -1.179, -0.163)
H (-0.394, 3.395, -1.435)
H (2.421, -2.730, -2.508)
H (-5.887, -0.194, 2.116)

Values from the calculation:
Multiplicity ... 3
Highest occupied orbital energy (alpha / beta) ... -0.138 / -0.178 hartree
Kohn-Sham gap (alpha / beta) ... 6.18 / 7.26 eV
Total charge ... -1



No. 6
# C3H5NO2

A single C3H5NO2 molecule (ωB97M-V with the def2-TZVPD basis set, the Open Molecules 2025 dataset).

Cartesian coordinates (Å):
O (-0.575, 1.841, -0.123)
O (-1.652, 1.272, 1.657)
N (-0.874, 1.038, 0.737)
C (0.953, -0.221, -0.134)
C (0.268, -0.839, -1.203)
C (-0.165, -0.146, 0.896)
H (0.085, -1.885, -1.389)
H (-0.849, -0.860, 1.464)
H (1.450, 0.730, -0.408)
H (-0.630, -0.288, -1.614)
H (1.990, -0.642, 0.118)

Values from the calculation:
Highest occupied orbital energy (alpha / beta) ... -0.344 / -0.354 hartree
Kohn-Sham gap (alpha / beta) ... 7.87 / 8.84 eV



No. 7
# C5H6N2O2

A single C5H6N2O2 molecule (ωB97M-V with the def2-TZVPD basis set, the Open Molecules 2025 dataset).

Cartesian coordinates (Å):
O (0.506, 2.427, -0.704)
O (2.737, 0.140, 1.298)
N (0.376, 0.483, 1.048)
N (1.415, 0.224, -0.761)
C (1.685, 0.223, 0.751)
C (0.492, -0.887, -0.770)
C (0.672, 1.316, -0.348)
C (-0.484, -0.550, 0.484)
C (-1.814, 0.037, 0.013)
H (-0.004, -0.832, -1.684)
H (-1.779, 0.992, -0.529)
H (-2.343, -0.697, -0.437)
H (-2.245, 0.270, 0.932)
H (-0.469, -1.367, 1.307)
H (1.255, -1.778, -0.600)

Values from the calculation:
Multiplicity ... 3
Highest occupied orbital energy (alpha / beta) ... -0.226 / -0.381 hartree
Kohn-Sham gap (alpha / beta) ... 6.92 / 6.52 eV



ΔE to the lowest compared entry with this formula, charge and spin per entry: 81.9053, 1.6077, 1.1266, 3.1799, 1.2056, 7.4272, 2.9441 eV
E per entry: -6519.3987, -287.7734, -361.8395, -430.8670, -1374.9788, -322.3014, -453.8474 Eh
Molecular weight per entry: 1321.52, 87.12, 101.10, 108.09, 588.55, 87.08, 126.11 g/mol